The following is a DFT calculation (ωB97M-V/def2-TZVPD) of a molecular structure, C28H46N8PS4Y.

Geometry as XYZ:
```
88
Properties=species:S:1:pos:R:3:forces:R:3
Y 0.1712 0.0996 0.5789 0.080 -0.083 -0.093
C 0.8544 3.7026 -0.0083 -0.018 -0.006 -0.011
C -0.0694 3.5636 -1.2077 0.009 -0.002 -0.001
S -1.0822 2.0475 -1.1764 -0.079 0.078 0.094
C -0.8468 1.3425 -2.8351 0.008 0.004 0.007
C 0.5839 1.0082 -3.2268 -0.019 0.007 -0.006
S 1.4283 -0.0796 -2.0335 -0.017 -0.049 -0.043
C 3.0244 0.7544 -1.7839 -0.051 0.005 0.011
C 2.9370 2.1750 -1.2502 -0.024 -0.025 0.005
S 1.9763 2.3027 0.2927 0.059 0.010 -0.035
H 1.4594 4.6048 -0.1076 0.005 -0.004 0.003
H 0.2893 3.8047 0.9207 0.000 0.006 0.000
H -0.7587 4.4082 -1.2242 0.000 -0.001 0.004
H 0.4760 3.5821 -2.1492 0.009 0.003 0.003
H -1.4825 0.4539 -2.8440 0.007 -0.004 -0.014
H -1.2797 2.0375 -3.5562 0.009 -0.001 -0.002
H 0.5809 0.5048 -4.1938 -0.002 -0.004 0.006
H 1.1873 1.9057 -3.3459 -0.010 0.009 0.003
H 3.5593 0.0999 -1.0954 0.004 -0.004 -0.004
H 3.5613 0.7420 -2.7329 0.013 0.003 0.006
H 3.9409 2.5418 -1.0368 0.004 0.000 -0.009
H 2.4991 2.8561 -1.9768 0.004 0.009 0.004
C -5.7326 -0.8089 0.3075 0.014 0.005 0.026
C -4.6403 -0.6176 -0.5309 -0.015 -0.005 -0.023
C -3.4010 -0.3308 0.0150 0.048 -0.010 0.003
C -3.2548 -0.2129 1.3961 -0.094 -0.014 -0.009
C -4.3512 -0.4127 2.2395 0.071 0.017 0.044
C -5.5817 -0.7161 1.6895 -0.011 -0.009 -0.048
N -1.9731 0.1684 1.8891 0.026 -0.001 -0.038
N -1.9531 0.5271 3.0814 -0.052 0.004 -0.035
C -0.7113 0.9376 3.6103 0.037 -0.036 -0.071
C -0.7240 1.3769 4.9176 -0.037 0.011 0.018
C 0.4708 1.8070 5.4870 0.000 0.007 0.005
C 1.6241 1.7569 4.7233 -0.006 -0.004 -0.002
C 1.5467 1.2952 3.4176 0.001 0.011 0.036
N 0.4009 0.8974 2.8450 0.007 0.041 0.064
H -6.7056 -1.0224 -0.1148 0.000 -0.001 -0.002
H -4.7671 -0.6712 -1.6042 -0.005 0.000 -0.001
H -2.5560 -0.1543 -0.6458 -0.010 -0.001 0.020
H -4.2366 -0.3226 3.3099 0.001 0.003 0.005
H -6.4347 -0.8676 2.3368 0.000 0.002 0.002
H -1.6593 1.3868 5.4599 0.003 0.001 0.004
H 0.4933 2.1750 6.5047 -0.006 -0.005 0.001
H 2.5753 2.0831 5.1209 0.000 -0.001 -0.006
H 2.4358 1.2583 2.8028 0.005 -0.013 -0.008
C -2.4405 -5.4900 -0.8508 -0.019 0.008 -0.012
N -1.1390 -5.4751 -0.0190 -0.001 -0.008 0.002
C 0.0260 -5.8540 -0.9585 0.031 0.006 -0.029
N 0.0650 -4.9762 -2.0728 -0.019 -0.001 -0.004
C -1.1949 -5.0200 -2.8153 -0.006 -0.002 0.000
N -2.3176 -4.6213 -1.9654 0.007 -0.018 -0.006
C -2.2969 -3.2104 -1.6063 0.003 0.030 -0.024
P -0.7640 -2.7763 -0.6384 0.026 0.000 0.045
C -0.9105 -4.1391 0.6233 -0.001 0.037 0.004
C 0.4786 -3.6197 -1.7395 0.038 -0.006 -0.011
H -3.2516 -5.1950 -0.1860 0.004 0.002 0.004
H -2.5816 -6.5215 -1.1725 0.006 -0.003 0.004
H -1.2126 -6.1867 0.7122 -0.001 0.002 0.002
H -0.1618 -6.8796 -1.2750 -0.010 0.001 0.004
H 0.9419 -5.8085 -0.3703 -0.005 0.001 0.008
H -1.3635 -6.0353 -3.1740 -0.001 -0.001 0.004
H -1.1352 -4.3587 -3.6777 0.002 0.002 0.003
H -3.1794 -2.9627 -1.0144 -0.004 0.003 0.003
H -2.3390 -2.6092 -2.5176 0.013 -0.001 0.017
H -1.7442 -3.9388 1.2985 -0.002 -0.010 0.000
H 0.0092 -4.1911 1.2077 -0.002 -0.008 0.002
H 1.4529 -3.6317 -1.2461 -0.019 -0.010 0.009
H 0.5945 -3.0447 -2.6594 -0.015 0.010 0.003
C 6.9043 -1.7540 1.9364 -0.009 -0.007 0.006
C 5.7182 -1.6255 2.8727 0.022 -0.012 0.000
N 4.4719 -1.6089 2.0645 0.022 0.031 -0.011
C 3.2017 -1.7211 2.3981 0.007 0.032 0.012
S 2.0554 -1.7969 1.0472 -0.019 -0.017 0.075
N 2.7204 -1.8198 3.6267 0.004 -0.023 -0.039
C 3.4105 -1.9634 4.9300 0.016 -0.005 0.042
C 3.6620 -3.4153 5.2984 -0.007 0.011 -0.015
H 7.8239 -1.7576 2.5182 0.004 0.002 -0.006
H 6.9587 -0.9125 1.2436 0.001 0.004 0.002
H 6.8652 -2.6858 1.3717 -0.001 0.000 0.002
H 5.7832 -0.7008 3.4457 -0.014 0.005 0.005
H 5.6853 -2.4681 3.5594 -0.011 -0.013 0.011
H 4.6332 -1.5655 1.0686 -0.009 -0.015 0.008
H 1.7288 -1.9976 3.6556 -0.005 0.006 -0.011
H 2.7507 -1.4963 5.6609 0.003 0.012 -0.007
H 4.3232 -1.3776 4.9151 -0.005 -0.003 -0.005
H 2.7267 -3.9716 5.3663 -0.001 -0.001 0.004
H 4.1476 -3.4644 6.2724 -0.002 0.001 -0.001
H 4.3050 -3.9147 4.5735 0.013 0.005 -0.010
```
Positions in Å, forces in eV/Å.

net charge	+4
HOMO	-18.750	eV
2S+1	1
Kohn-Sham gap	7.10	eV

=====

The following is a DFT calculation (ωB97M-V/def2-TZVPD) of a molecular structure, C28H46NOP2ReS.

Geometry as XYZ:
```
80
Properties=species:S:1:pos:R:3:forces:R:3
Re -0.6494 0.7755 0.3710 0.097 -0.223 -0.409
C 1.4694 -0.4105 4.5707 0.053 0.010 0.031
C 0.5841 0.2529 3.5090 0.104 0.141 0.119
C -0.7989 0.5513 4.0947 -0.048 0.063 0.093
P 0.5139 -0.6392 1.9183 0.121 -0.178 0.144
C -0.1826 -2.3155 1.9894 -0.188 -0.222 -0.117
C -1.6313 -2.3191 2.4866 -0.052 -0.019 0.043
C 0.6686 -3.3450 2.7384 -0.012 -0.028 0.025
C 2.1264 -0.7078 1.1335 0.134 -0.144 0.190
C 3.2388 -1.3746 1.6414 -0.023 -0.049 0.057
C 4.4237 -1.4570 0.9149 0.027 -0.023 0.085
C 5.6297 -2.1523 1.4745 -0.085 -0.074 -0.052
C 4.4483 -0.8850 -0.3577 -0.027 0.064 -0.125
C 3.3557 -0.2189 -0.8867 0.069 -0.070 0.016
C 2.1961 -0.1101 -0.1262 0.178 0.046 -0.213
N 1.0440 0.5458 -0.5602 -0.108 -0.036 0.156
C 0.8046 1.2539 -1.7505 0.123 -0.226 0.107
C 1.6138 2.2742 -2.2492 -0.130 0.096 -0.209
C 1.1887 2.9504 -3.3752 0.034 -0.005 0.058
C -0.0375 2.6703 -4.0089 0.041 0.067 -0.039
C -0.4600 3.4403 -5.2252 0.069 -0.078 -0.009
C -0.8422 1.6693 -3.4845 -0.091 -0.019 0.015
C -0.4266 0.9322 -2.3732 0.131 0.079 -0.121
P -1.2914 -0.4395 -1.5703 -0.216 0.083 0.107
C -3.0606 -0.3174 -1.9775 -0.262 0.215 -0.058
C -3.4550 -0.8931 -3.3438 0.088 -0.041 -0.030
C -3.9609 -0.8738 -0.8696 -0.020 0.020 0.079
C -0.5242 -2.0464 -1.9402 0.339 -0.184 0.022
C -0.1314 -2.1763 -3.4156 -0.007 0.038 -0.019
C -1.4105 -3.2068 -1.4750 -0.069 -0.072 -0.002
H 1.5372 0.2710 5.4185 0.036 0.004 0.023
H 2.4833 -0.6060 4.2291 -0.006 0.030 -0.021
H 1.0326 -1.3366 4.9407 -0.025 0.019 -0.025
H 1.0683 1.1938 3.2064 -0.052 -0.023 0.052
H -1.2395 -0.3380 4.5418 0.005 0.016 -0.020
H -1.5156 0.9650 3.3824 0.039 -0.039 -0.082
H -0.6793 1.2799 4.8978 -0.001 -0.012 0.009
H -0.1756 -2.5910 0.9271 -0.006 -0.008 0.014
H -1.6748 -2.2309 3.5711 -0.008 -0.023 -0.005
H -2.0898 -3.2715 2.2222 -0.015 -0.029 0.024
H -2.2532 -1.5268 2.0597 0.055 0.031 -0.054
H 0.7802 -3.0992 3.7929 -0.010 -0.022 -0.021
H 1.6521 -3.4846 2.2961 0.013 0.038 -0.016
H 0.1511 -4.3029 2.6813 0.004 -0.023 0.012
H 3.2018 -1.8554 2.6106 -0.035 0.043 -0.017
H 5.4029 -2.6532 2.4131 0.003 0.006 0.015
H 6.4372 -1.4435 1.6548 0.029 0.044 -0.013
H 5.9998 -2.8993 0.7719 0.032 0.014 0.000
H 5.3469 -0.9728 -0.9548 0.023 0.017 -0.020
H 3.4013 0.1867 -1.8864 0.020 0.066 -0.059
H 2.5445 2.5310 -1.7654 0.070 -0.009 0.045
H 1.8131 3.7338 -3.7849 0.032 0.016 -0.011
H 0.3880 3.9276 -5.7006 0.009 0.013 0.004
H -1.1821 4.2123 -4.9565 -0.037 0.021 0.004
H -0.9293 2.7844 -5.9570 -0.041 0.016 -0.001
H -1.7786 1.4398 -3.9766 -0.037 -0.014 0.013
H -3.2030 0.7730 -2.0124 0.008 -0.065 0.020
H -3.4642 -1.9814 -3.3267 0.000 -0.020 0.006
H -2.8093 -0.5747 -4.1607 0.030 0.040 0.001
H -4.4671 -0.5633 -3.5746 -0.026 -0.006 0.000
H -3.9226 -1.9596 -0.8281 0.006 -0.063 0.001
H -4.9919 -0.5921 -1.0811 -0.012 -0.014 -0.031
H -3.7187 -0.4807 0.1209 0.055 0.021 -0.017
H 0.3960 -2.0421 -1.3403 -0.052 0.047 -0.039
H -1.0052 -2.1946 -4.0632 -0.056 -0.007 -0.032
H 0.3969 -3.1189 -3.5527 0.009 -0.034 0.009
H 0.5280 -1.3741 -3.7463 0.017 0.012 0.026
H -2.2086 -3.4030 -2.1889 0.001 0.001 -0.018
H -1.8738 -3.0524 -0.5003 0.043 0.058 0.080
H -0.8023 -4.1083 -1.4109 0.005 -0.026 -0.042
C -0.6243 4.8389 0.6079 0.100 0.088 0.013
S -1.9705 3.8794 1.2203 -0.344 -0.512 -0.238
C -1.9495 4.2159 2.9503 0.079 0.109 0.113
O -1.4139 2.3920 1.1481 -0.361 0.866 0.260
H -0.9236 5.8854 0.6879 0.016 0.041 -0.005
H -0.5199 4.5788 -0.4443 0.104 0.041 -0.023
H 0.2805 4.6470 1.1822 0.026 -0.003 -0.030
H -2.1988 5.2736 3.0576 -0.011 0.026 0.045
H -0.9646 4.0030 3.3624 -0.022 -0.001 0.044
H -2.7353 3.6166 3.4047 0.014 -0.023 0.063
```
Positions in Å, forces in eV/Å.

net charge	+3
HOMO (spin up / spin down)	-15.970 / -16.556	eV
2S+1	4
Kohn-Sham gap (spin up / spin down)	6.30 / 6.11	eV

=====

The records above yield electronic energy values of -3503.82493; -2382.72998 Eh, respectively.
The records above yield energy relative to the best compared isomer or geometry (same formula, charge and spin) values of 6.1; 3.4 kcal per mole, respectively.